P:
Below is 2 unconnected molecules or ions with the total composition C3H9NO4, with properties calculated with the ωB97M-V functional and the def2-TZVPD basis.

Atoms and positions in Å:
C -0.3289 0.5321 -1.1717
C -0.0272 1.8371 -0.4843
O -0.4662 3.0027 -1.2543
N 0.2238 -0.6268 -0.4561
C -0.4995 -1.3740 0.4389
O -1.8399 -1.3416 0.3940
O 0.0371 -2.1481 1.2016
H -1.4177 0.4962 -1.2633
H 0.0449 0.5163 -2.2149
H -0.6737 2.0225 0.3832
H 1.0253 1.9437 -0.2535
H 0.1203 2.9792 -2.0239
H 1.2384 -0.5548 -0.3204
H -2.1788 -0.9934 -0.4423
H 3.0823 -0.8752 1.3226
H 1.5674 -0.4199 1.8152
O 2.3281 -0.2777 1.2551

For the highest occupied orbital energy, the calculation gives -0.366 Ha.

=====

Q:
Below is 2 unconnected molecules or ions with the total composition C3H9NO4, with properties calculated with the ωB97M-V functional and the def2-TZVPD basis.

Atoms and positions in Å:
O -2.2333 1.4327 0.2942
C -1.0860 1.1024 0.2217
O -0.1304 1.9206 -0.2980
C -0.4664 -0.2268 0.6678
C 1.0569 -0.1656 0.8379
O 1.5129 -1.2361 1.6486
N -0.8887 -1.1607 -0.3617
H -0.5220 2.7279 -0.6828
H -0.8899 -0.4155 1.6526
H 1.3764 0.7790 1.2933
H 1.6042 -0.2735 -0.0910
H 0.9679 -1.5159 2.3534
H -0.5556 -1.0110 -1.2885
H -0.8911 -2.1232 -0.1230
H 1.4219 -1.7654 -1.7274
H 1.8658 -0.3528 -2.3092
O 1.5237 -1.2363 -2.5329

For the highest occupied orbital energy, the calculation gives -0.350 Ha.

=====

Top of the stability list: P, leading by 29.2 kJ/mol.

=====

P:
Below is 4 unconnected molecules or ions with the total composition C4H16O4, with properties calculated with the ωB97M-V functional and the def2-TZVPD basis.

Atoms and positions in Å:
C -3.8568 2.1836 -2.7699
O -4.3949 1.9698 -3.9918
H -2.7760 2.2832 -2.8704
H -4.0673 3.1268 -2.2656
H -4.1184 1.4709 -1.9877
H -3.9235 1.2244 -4.3707
C 3.9568 0.8591 -1.1779
O 3.5254 0.7009 0.1640
H 4.6146 1.7117 -1.3467
H 4.4343 0.0239 -1.6903
H 3.1117 1.2227 -1.7624
H 3.1524 -0.1747 0.2895
C -1.0600 1.0969 3.6012
O -0.9626 1.6784 2.2975
H -0.3040 1.4750 4.2895
H -2.0833 1.1410 3.9740
H -0.9514 0.0127 3.5718
H -0.0146 1.7400 2.1595
C 0.6790 -3.8499 0.3935
O 1.7683 -3.5691 1.2776
H 0.0996 -3.0468 -0.0619
H 0.9750 -4.5118 -0.4204
H 0.0122 -4.4230 1.0378
H 2.1836 -4.3458 1.6596

For the highest occupied orbital energy, the calculation gives -0.378 Ha.

=====

Q:
Below is 5 unconnected molecules or ions with the total composition C4H16O4, with properties calculated with the ωB97M-V functional and the def2-TZVPD basis.

Atoms and positions in Å:
C 0.3287 2.0461 1.2517
C -0.9670 1.2908 1.0538
C -0.8572 0.3134 -0.1235
C -1.8077 -0.5207 -0.5217
H 0.4611 2.8806 0.5431
H 0.3159 2.6182 2.1844
H 1.2443 1.4731 1.0850
H -1.7903 1.9676 0.8275
H -1.1638 0.6522 1.9068
H 0.1500 0.2312 -0.5125
H -1.6701 -1.2069 -1.3485
H -2.7652 -0.5628 -0.0063
H 2.3818 -2.4847 2.6577
H 1.5763 -1.2591 2.1947
O 1.9657 -2.0830 1.8894
H -2.2862 1.7031 -1.1351
H -2.8779 2.0082 -2.5339
O -2.5575 2.4262 -1.7208
H 2.0219 -1.0415 -1.6075
H 3.3431 -0.1856 -1.7283
O 2.5852 -0.3899 -1.1723
H 0.1452 -3.4946 -1.4757
H 1.1990 -3.2458 -0.3820
O 1.0244 -3.1358 -1.3259

For the highest occupied orbital energy, the calculation gives -0.360 Ha.

=====

Top of the stability list: Q, leading by 209.5 kJ/mol.

=====

P:
Below is 4 unconnected molecules or ions with the total composition C4H16O4, with properties calculated with the ωB97M-V functional and the def2-TZVPD basis.

Atoms and positions in Å:
C -0.2545 -4.4663 0.9456
O 0.4775 -4.0710 -0.1846
H 0.2461 -4.1753 1.8801
H -1.3469 -4.1929 0.9227
H -0.3008 -5.5726 0.8932
H 0.3596 -3.1511 -0.3667
C 1.8497 1.9612 -0.1163
O 2.0313 0.5799 -0.3833
H 1.5938 2.5825 -1.0096
H 1.1694 2.0920 0.6893
H 2.7621 2.3552 0.3504
H 2.9729 0.4100 -0.7128
C -1.3227 -1.1336 -0.0139
O -0.1622 -1.4775 -0.8051
H -1.0620 -0.8495 1.0571
H -1.9274 -0.3495 -0.5035
H -1.9204 -2.0634 -0.0345
H 0.5618 -0.9362 -0.4561
C -1.1030 3.4070 -0.4829
O -0.2644 4.2380 0.3243
H -1.2444 2.4583 -0.0148
H -2.1536 3.8840 -0.5749
H -0.6071 3.3139 -1.4885
H -0.3546 5.1570 0.0848

For the highest occupied orbital energy, the calculation gives -0.355 Ha.

=====

Q:
Below is 5 unconnected molecules or ions with the total composition C4H16O4, with properties calculated with the ωB97M-V functional and the def2-TZVPD basis.

Atoms and positions in Å:
C -0.3475 1.4706 -2.3562
C 0.7007 0.4386 -2.0485
C 1.7419 0.6020 -1.2488
C 2.6974 -0.4735 -0.8488
H -1.3290 1.1579 -1.9950
H -0.1034 2.4208 -1.8707
H -0.4261 1.6679 -3.4242
H 0.5603 -0.4314 -2.6558
H 1.8224 1.5769 -0.7708
H 2.5853 -0.8715 0.1588
H 2.6635 -1.3445 -1.5041
H 3.7117 -0.0811 -0.9833
H -1.9290 -1.4359 -1.4501
H -2.5248 -1.5492 0.0096
O -2.7273 -1.3608 -0.9254
H -2.1202 2.0760 2.1004
H -1.5595 0.7378 2.2087
O -1.6994 1.5169 2.7693
H 1.5741 -0.0063 3.3984
H 0.1220 0.0879 2.8752
O 0.9119 -0.4599 2.8721
H -0.7064 -2.1939 1.7872
H -2.0137 -1.6143 2.3580
O -1.6049 -1.9307 1.5441

For the highest occupied orbital energy, the calculation gives -0.340 Ha.

=====

Top of the stability list: Q, leading by 156.0 kJ/mol.

=====

P:
Below is 10 unconnected molecules or ions with the total composition C12H44N8O10, with properties calculated with the ωB97M-V functional and the def2-TZVPD basis.

Atoms and positions in Å:
C -1.6811 -5.0438 -2.0603
C -1.2351 -3.9078 -2.9873
O -0.3981 -2.9668 -2.3103
H -0.9511 -5.6728 -1.5063
H -2.2771 -5.6808 -2.6523
H -2.2151 -4.5398 -1.2553
H -2.1191 -3.3998 -3.3423
H -0.7511 -4.3858 -3.8183
H -0.3021 -2.2018 -2.9263
C 1.1989 -0.6818 -0.5243
C 1.7669 0.6562 -0.1753
O 0.7929 1.6342 -0.4473
H 0.1509 -0.7258 -0.1523
H 1.7999 -1.4578 -0.0913
H 1.1229 -0.9708 -1.5403
H 2.6779 0.7582 -0.6983
H 1.9999 0.8112 0.8877
H 0.1959 1.5922 0.2597
C 2.1429 2.6812 3.8247
O 2.5739 2.7452 2.4387
N 2.4109 1.6432 4.5897
N 1.4369 3.5802 4.3977
H 3.1369 1.0492 4.1677
H 2.3139 1.6702 5.5717
H 1.0959 3.6292 5.3907
H 1.2249 4.4252 3.8007
C 0.4199 5.1402 1.5427
O 0.9119 5.5342 2.7557
N 0.8689 4.0162 1.0417
N -0.5351 5.7692 0.9677
H 1.6799 3.6272 1.5077
H 0.7029 3.7882 0.0337
H -1.0071 6.3442 1.5947
H -1.0481 5.4392 0.1587
C 0.7039 -0.8738 3.0527
O 1.9829 -1.4038 2.8387
N 0.3519 0.1092 3.8697
N -0.3421 -1.5588 2.6287
H 1.1219 0.7062 4.2067
H -0.5351 0.1572 4.3927
H -0.0211 -2.3148 2.0217
H -1.2771 -1.6078 3.2237
C -1.8201 1.4242 1.5107
O -2.5581 2.1762 0.6597
N -0.5981 1.7542 1.8517
N -2.1291 0.2782 1.9107
H -0.1141 2.6242 1.6107
H -0.2291 1.1912 2.6777
H -3.0431 -0.1848 1.6897
H -1.3731 -0.3968 2.0177
C 1.2719 1.7402 -4.4243
O 0.8009 1.0902 -3.2583
H 1.8209 2.6232 -4.1453
H 0.4579 1.9152 -5.0573
H 2.0769 1.1612 -5.0263
H 0.8439 1.7562 -2.5723
C -0.4161 -1.2598 -5.2573
O -0.9531 -0.8138 -4.0293
H -0.9741 -2.0838 -5.6513
H 0.6449 -1.3908 -5.2743
H -0.4851 -0.3838 -5.9993
H -0.4281 -0.0388 -3.7603
C -2.5711 -1.0758 -0.9643
O -3.7371 -0.9218 -0.2073
H -2.8161 -1.0698 -2.0373
H -2.1421 -1.9838 -0.7683
H -1.8501 -0.2988 -0.8443
H -4.3891 -0.3238 -0.6063
C 0.9859 -4.4998 0.3337
O 0.0109 -3.5168 0.4527
H 1.5179 -4.6588 1.2697
H 1.6719 -4.2558 -0.5363
H 0.5229 -5.5008 0.1987
H -0.0871 -3.1878 -0.4413

For the highest occupied orbital energy, the calculation gives -0.318 Ha.

=====

Q:
Below is 10 unconnected molecules or ions with the total composition C12H44N8O10, with properties calculated with the ωB97M-V functional and the def2-TZVPD basis.

Atoms and positions in Å:
C -2.7952 1.9162 -1.1314
C -2.3047 0.9470 -2.2135
O -1.3826 0.0169 -1.7643
H -3.2081 1.5023 -0.2357
H -3.5341 2.6819 -1.5768
H -2.0567 2.4756 -0.6104
H -1.7800 1.5510 -2.9278
H -3.0814 0.3846 -2.6755
H -1.7454 -0.8700 -1.8938
C -3.6924 -1.1525 2.6858
C -2.5849 -1.3085 1.6677
O -1.3828 -1.4099 2.3874
H -4.6364 -1.2536 2.1585
H -3.6488 -0.1835 3.1170
H -3.7659 -1.9703 3.3699
H -2.5918 -0.4743 0.8865
H -2.6749 -2.2380 1.1510
H -0.5996 -1.4155 1.8574
C 0.6543 0.4570 1.2392
O 1.3522 0.8562 2.3773
N 0.9792 -0.6173 0.5442
N -0.2647 1.2117 0.6818
H 0.6007 -1.1325 -0.2284
H 1.6783 -1.2124 1.0171
H -0.7563 1.8817 1.3200
H -0.9052 0.7707 -0.0429
C 1.7160 3.7530 0.3848
O 1.8301 4.8088 1.2076
N 0.6222 3.4877 -0.2079
N 2.6494 3.0373 -0.1677
H -0.1424 4.1375 0.1340
H 0.2671 2.5449 0.1218
H 3.4240 2.8489 0.4154
H 2.4463 2.2396 -0.7610
C -2.8855 -3.1122 -1.4601
O -4.0513 -3.4720 -0.8982
N -1.7306 -3.6161 -1.0413
N -2.8619 -2.3294 -2.4323
H -1.8198 -4.3329 -0.3298
H -0.8169 -3.2470 -1.2379
H -3.7570 -1.9504 -2.6614
H -2.1029 -2.4145 -3.0815
C 1.9468 1.1174 -2.9062
O 2.9249 1.5611 -3.8529
N 2.2250 0.7081 -1.6665
N 0.6466 1.1439 -3.1383
H 3.2482 0.5702 -1.3940
H 1.6096 0.3726 -0.9133
H 0.3677 1.1195 -4.1603
H -0.0730 0.7613 -2.5073
C 2.8536 -2.0578 2.9100
O 2.8178 -2.2590 1.4912
H 3.8032 -2.4943 3.2873
H 1.9631 -2.3064 3.4908
H 2.9073 -0.9812 3.0798
H 3.1481 -3.1821 1.2768
C 4.4600 0.4214 0.7724
O 4.6531 0.4948 -0.5748
H 4.9204 1.1850 1.3545
H 4.8550 -0.4559 1.1026
H 3.3937 0.3701 0.8132
H 5.6226 0.4062 -0.6631
C 1.9160 -2.6492 -1.8329
O 0.5811 -2.2543 -1.5984
H 2.3613 -2.2705 -2.7671
H 1.8967 -3.7240 -1.8623
H 2.5700 -2.2905 -0.9886
H 0.0830 -2.2230 -2.4423
C -2.8517 2.2608 2.6236
O -1.8727 3.0526 2.0282
H -2.3734 1.4653 3.1978
H -3.5878 1.8842 1.8814
H -3.4109 2.7906 3.3961
H -2.2652 3.6650 1.4173

For the highest occupied orbital energy, the calculation gives -0.296 Ha.

=====

Top of the stability list: P, leading by 166.1 kJ/mol.